Record 1
Here is a 3-piece molecular cluster, C4H6N6O overall at a distorted geometry from the Open Molecules 2025 dataset. Energies are from ωB97M-V with the def2-TZVPD basis set.

Computed properties:
- Relative energy (zero: lowest compared OMol25 entry of this formula, charge and spin): 241.6 kcal/mol
- Lowest unoccupied orbital energy: -0.074 Eh
- Energy: -559.4609 Eh
- Maximum force: 0.15634 Eh/bohr
- M: 154.133 g mol⁻¹
- HOMO-LUMO gap: 6.46 eV

```
! RIJCOSX wB97M-V def2-TZVPD def2/J DEFGRID3
* xyz 0 1
C 1.5195 -0.0387 -0.1859
C -0.2256 1.2772 -0.4374
C -1.1190 0.0619 -0.0849
C -0.4388 -1.1686 -0.2003
H 3.2175 -1.0560 -0.0438
H 3.7383 0.4929 0.3933
H -1.9112 2.7535 1.1919
H -0.1250 3.2065 0.7891
H -1.9563 -2.3903 -0.3784
H -0.2916 -3.1099 -0.1084
N 2.8180 -0.1546 0.2680
N 1.1179 1.2359 -0.5438
N -0.8358 2.4887 -0.2923
N -2.3368 0.4993 -0.1237
N -0.9508 -2.3732 -0.2823
N 0.9330 -1.3275 -0.0950
O -3.1531 -0.3970 0.1337
*
```

---

Record 2
Here is a 5-piece molecular cluster, C9H28O5 overall at a distorted geometry from the Open Molecules 2025 dataset. Energies are from ωB97M-V with the def2-TZVPD basis set.

Computed properties:
- Relative energy (zero: lowest compared OMol25 entry of this formula, charge and spin): 18.2 kcal/mol
- Lowest unoccupied orbital energy: 0.014 Eh
- Energy: -735.8602 Eh
- Maximum force: 0.04414 Eh/bohr
- M: 216.318 g mol⁻¹
- HOMO-LUMO gap: 10.46 eV

```
! RIJCOSX wB97M-V def2-TZVPD def2/J DEFGRID3
* xyz 0 1
C 3.5853 3.2069 -0.9834
C 2.1533 2.9369 -1.4548
C 1.6343 4.1095 -2.2833
O 2.0629 1.7098 -2.1485
H 3.5221 4.0367 -0.2832
H 4.2564 3.4514 -1.8119
H 4.0623 2.3146 -0.5759
H 1.5825 2.7986 -0.5263
H 1.6383 5.1035 -1.8361
H 0.5757 3.9632 -2.5243
H 2.2217 4.1336 -3.2027
H 1.2314 1.6799 -2.6321
C 2.0315 -2.3179 0.7524
C 2.2302 -3.6616 0.0133
C 0.9069 -4.2212 -0.4672
O 3.1463 -3.3479 -1.0556
H 1.5185 -1.5326 0.1996
H 2.9616 -1.9134 1.1515
H 1.4837 -2.5721 1.6719
H 2.8352 -4.3655 0.5876
H 0.2832 -3.3571 -0.7226
H 0.3567 -4.6643 0.3658
H 0.9720 -4.9019 -1.3112
H 2.8400 -2.5792 -1.5461
C -1.7077 0.3808 -0.5359
C -2.2433 0.2448 0.8623
C -1.2081 -0.1980 1.9053
O -2.6204 1.5928 1.3150
H -0.7124 0.8518 -0.5793
H -2.2345 1.0259 -1.2406
H -1.4740 -0.5766 -1.0119
H -3.1896 -0.2822 0.9622
H -0.6394 0.6765 2.2081
H -0.5739 -1.0189 1.5596
H -1.7148 -0.6318 2.7683
H -1.8412 2.1494 1.2228
O -5.0147 0.4837 2.7237
H -4.3293 0.9611 2.2301
H -5.8298 0.6545 2.2382
O -4.7540 -2.3681 1.5742
H -4.7394 -2.3742 0.6111
H -5.2654 -1.5810 1.8096
*
```

---

Record 3
Here is C40H29CsF5NO4P2S as an isolated structure from the Open Molecules 2025 dataset. Energies are from ωB97M-V with the def2-TZVPD basis set.

Computed properties:
- Relative energy (zero: lowest compared OMol25 entry of this formula, charge and spin): 11.4 kcal/mol
- Lowest unoccupied orbital energy: 0.138 Eh
- Energy: -3497.9285 Eh
- Maximum force: 0.01126 Eh/bohr
- M: 909.585 g mol⁻¹
- HOMO-LUMO gap: 6.18 eV

```
! RIJCOSX wB97M-V def2-TZVPD def2/J DEFGRID3
* xyz -2 1
Cs -2.5907 -0.5919 -0.4606
O -2.3081 4.4943 -1.1997
C -2.4952 3.3049 -0.8834
O -2.1845 2.2668 -1.5210
C -3.1795 3.0551 0.4714
C -4.0422 4.0076 0.9988
C -4.6650 3.7382 2.2087
C -4.3802 2.5495 2.8597
C -3.4849 1.6655 2.2652
N -2.9092 1.9006 1.0844
C -3.1351 0.3478 2.9922
O -3.5737 0.2386 4.1520
O -2.4431 -0.4685 2.3374
H -4.1887 4.9255 0.4471
H -5.3606 4.4513 2.6405
H -4.8059 2.2712 3.8130
C 1.2090 -1.6226 0.3510
C 1.0099 -0.2990 1.0804
P 0.6805 -0.4509 2.9101
C 0.0778 1.2545 3.2353
C -0.6268 1.4554 4.4186
C -1.2059 2.6861 4.7001
C -1.0970 3.7298 3.7957
C -0.3968 3.5457 2.6096
C 0.1918 2.3205 2.3373
C 2.4598 -0.3477 3.4164
C 3.1805 0.8291 3.6177
C 4.5300 0.7913 3.9431
C 5.1905 -0.4240 4.0660
C 4.4859 -1.6042 3.8743
C 3.1327 -1.5618 3.5660
C 1.7655 -1.4400 -1.0616
P 0.7432 -0.2613 -2.0670
C 1.6227 1.3313 -1.8332
C 0.8163 2.4701 -1.8094
C 1.3781 3.7224 -1.5760
C 2.7420 3.8461 -1.3692
C 3.5550 2.7166 -1.4048
C 2.9985 1.4680 -1.6346
C 1.2797 -0.7991 -3.7480
C 0.7218 -1.9927 -4.2103
C 1.0394 -2.4869 -5.4663
C 1.9069 -1.7820 -6.2917
C 2.4482 -0.5827 -5.8493
C 2.1371 -0.0962 -4.5864
H 0.2514 -2.1496 0.2887
H 1.8888 -2.2915 0.8872
H 0.1669 0.2677 0.6636
H 1.8997 0.3286 0.9719
H -0.7922 0.6218 5.0901
H -1.7915 2.7985 5.6041
H -1.5871 4.6758 3.9930
H -0.3420 4.3416 1.8773
H 0.7078 2.1964 1.3914
H 2.6809 1.7859 3.5194
H 5.0692 1.7190 4.0961
H 6.2447 -0.4503 4.3146
H 4.9860 -2.5604 3.9740
H 2.5805 -2.4873 3.4414
H 1.7618 -2.3875 -1.6038
H 2.8037 -1.1023 -1.0026
H -0.2616 2.3833 -1.9380
H 0.7224 4.5847 -1.5421
H 3.1794 4.8186 -1.1739
H 4.6225 2.8102 -1.2412
H 3.6444 0.5973 -1.6544
H 0.0189 -2.5324 -3.5830
H 0.5939 -3.4141 -5.8048
H 2.1475 -2.1595 -7.2781
H 3.1138 -0.0178 -6.4914
H 2.5591 0.8463 -4.2576
F -1.8074 -8.0175 -2.6670
C -2.5090 -6.8698 -2.5756
C -1.8936 -5.6858 -2.2222
F -0.5711 -5.6774 -1.9695
C -2.6287 -4.5198 -2.1311
F -1.9445 -3.4078 -1.7842
C -4.0029 -4.4294 -2.3808
S -4.9047 -2.9602 -2.2791
C -4.5787 -5.6646 -2.7358
F -5.8933 -5.7334 -3.0066
C -3.8704 -6.8429 -2.8317
F -4.4944 -7.9871 -3.1773
*
```

---

Record 4
Here is HIN2 as an isolated structure at a distorted geometry from the Open Molecules 2025 dataset. Energies are from ωB97M-V with the def2-TZVPD basis set.

Computed properties:
- Relative energy (zero: lowest compared OMol25 entry of this formula, charge and spin): 182.1 kcal/mol
- Lowest unoccupied orbital energy (spin up / spin down): -0.071 / -0.071 Eh
- Energy: -407.5367 Eh
- Maximum force: 0.08770 Eh/bohr
- M: 155.926 g mol⁻¹
- HOMO-LUMO gap (spin up / spin down): 7.45 / 7.49 eV

```
! RIJCOSX wB97M-V def2-TZVPD def2/J DEFGRID3
* xyz 0 1
N 0.4251 -0.5279 0.0041
N 3.3371 -1.1425 -0.0155
I 2.1537 0.1999 0.0034
H -0.1021 0.2129 -0.2472
*
```

---

Record 5
Here is one molecule with the formula C5H10N4 at a distorted geometry from the Open Molecules 2025 dataset. Energies are from ωB97M-V with the def2-TZVPD basis set.

Computed properties:
- Relative energy (zero: lowest compared OMol25 entry of this formula, charge and spin): 159.7 kcal/mol
- Lowest unoccupied orbital energy: 0.038 Eh
- Energy: -415.3024 Eh
- Maximum force: 0.10678 Eh/bohr
- M: 126.163 g mol⁻¹
- HOMO-LUMO gap: 9.64 eV

```
! RIJCOSX wB97M-V def2-TZVPD def2/J DEFGRID3
* xyz 0 1
C -0.4296 -2.8502 -0.5535
N 0.0485 -1.7582 -1.0464
N 1.1729 -1.2178 -0.5999
C 1.2783 -0.0731 -0.1986
C 2.6265 0.4851 -0.2088
N 0.3032 0.9261 -0.0432
N -0.7982 0.6976 1.1134
C -1.9153 1.7710 0.7059
C -2.0811 0.3191 0.2731
H 0.0962 -3.5100 0.2587
H -1.5245 -2.8586 -0.8096
H 2.6847 1.3951 -0.8542
H 3.2817 -0.1460 -0.7236
H 3.1001 0.4204 0.7118
H 0.6793 1.9278 0.0597
H -2.1379 2.0070 1.8386
H -1.6769 2.5745 -0.0139
H -2.8118 -0.3321 0.9780
H -1.8962 0.2224 -0.8874
*
```